[1]
55
Properties=species:S:1:pos:R:3:mulliken_charge:R:1 method="wB97M-V/def2-TZVPD" relative_energy_kcal_mol=52.8 lumo_ha=0.162 homo_ev=-0.7668 total_charge=-2 gap_ev=5.185
Ti -0.050 -0.691 1.772 0.01
O 1.932 1.063 4.537 -0.46
P 0.489 0.309 4.612 0.69
O -0.311 0.937 5.699 -0.82
O -0.148 0.580 3.185 -0.14
O 0.800 -1.194 4.726 -0.61
P 2.106 -2.233 3.492 -0.16
O -0.926 -2.217 2.343 -0.63
O 3.465 -2.015 4.082 -0.64
O 1.826 -1.270 2.267 -0.20
H 1.773 1.949 4.879 0.26
H -0.649 -2.349 3.267 0.28
N 1.550 -3.747 -0.820 -0.03
C 1.030 -3.066 0.234 -0.82
N 0.638 -1.870 -0.087 0.88
C 0.927 -1.719 -1.434 -0.32
C 0.743 -0.638 -2.288 0.40
C 1.140 -0.785 -3.603 -1.21
C 1.717 -1.975 -4.075 -0.38
C 1.913 -3.057 -3.237 -1.18
C 1.509 -2.901 -1.917 0.46
H 1.967 -4.657 -0.771 0.23
H 0.974 -3.473 1.235 0.55
H 0.309 0.284 -1.930 0.61
H 1.011 0.046 -4.286 0.43
H 2.022 -2.052 -5.112 0.35
H 2.364 -3.974 -3.597 0.37
C 2.788 4.255 -0.983 -0.89
N 1.471 3.674 -0.938 0.24
C 0.289 4.237 -1.396 -0.58
C -0.684 3.330 -1.159 -0.47
N -0.106 2.227 -0.584 0.50
C 1.215 2.423 -0.432 0.07
S 2.321 1.355 0.237 -0.35
H 2.699 5.326 -1.164 0.31
H 3.395 3.797 -1.768 0.27
H 3.290 4.072 -0.033 0.33
H 0.251 5.226 -1.820 0.40
H -1.744 3.384 -1.340 0.36
H -0.601 1.312 -0.127 0.02
C -2.477 -1.521 -0.807 -1.79
C -2.688 -0.226 -0.023 2.97
C -3.187 0.854 -1.003 -1.84
C -3.803 -0.487 1.006 -2.03
C -1.430 0.224 0.715 -1.36
H -3.422 -1.850 -1.261 0.55
H -2.116 -2.306 -0.140 0.19
H -1.748 -1.383 -1.609 0.22
H -4.120 0.556 -1.503 0.42
H -2.435 1.044 -1.776 0.32
H -3.373 1.791 -0.467 0.31
H -4.737 -0.812 0.523 0.47
H -4.008 0.420 1.581 0.41
H -3.469 -1.258 1.703 0.32
H -1.686 1.052 1.393 0.74



[2]
49
Properties=species:S:1:pos:R:3:mulliken_charge:R:1 method="wB97M-V/def2-TZVPD" relative_energy_kcal_mol=0.0 lumo_ha=0.022 smiles="CC(C)N(C(=O)CSc1nnc(CSc2ncccn2)n1C)C(C)C" homo_ev=-8.8107 gap_ev=9.405
C 0.413 -0.874 3.212 -1.41
H -0.206 -1.068 4.084 0.48
H -0.090 -0.136 2.590 0.30
H 1.360 -0.466 3.554 0.33
C 0.591 -2.176 2.430 0.32
N 1.225 -1.947 1.135 0.52
C 0.683 -2.295 -0.041 0.75
O 1.197 -2.049 -1.123 -0.63
C -0.642 -3.052 -0.054 -1.17
H -0.674 -3.879 0.652 0.55
H -0.788 -3.437 -1.064 0.46
S -2.068 -1.959 0.354 -0.28
C -1.377 -0.433 -0.142 0.24
N -1.042 0.541 0.660 -0.37
N -0.527 1.520 -0.088 -0.61
C -0.548 1.136 -1.338 0.87
N -1.104 -0.105 -1.437 0.33
C -1.299 -0.906 -2.609 -1.00
H -1.527 -0.262 -3.457 0.37
H -2.132 -1.588 -2.436 0.35
H -0.391 -1.481 -2.812 0.31
C -0.056 1.922 -2.483 -1.19
H 0.593 1.330 -3.128 0.49
H 0.447 2.814 -2.119 0.46
S -1.456 2.456 -3.551 -0.22
C -2.197 3.641 -2.502 0.55
N -1.496 4.055 -1.460 -0.29
C -2.083 4.927 -0.661 -0.16
C -3.364 5.402 -0.906 -0.54
C -3.987 4.920 -2.050 -0.07
N -3.412 4.038 -2.847 -0.59
H -4.979 5.238 -2.344 0.40
H -3.845 6.108 -0.250 0.38
H -1.497 5.243 0.191 0.43
C 2.550 -1.311 1.139 0.19
C 3.605 -2.240 0.539 -1.52
H 4.587 -1.785 0.639 0.47
H 3.610 -3.198 1.056 0.34
H 3.404 -2.410 -0.514 0.30
C 2.532 0.042 0.430 -1.47
H 1.745 0.676 0.830 0.36
H 2.366 -0.093 -0.635 0.25
H 3.488 0.538 0.573 0.51
H 2.801 -1.142 2.188 0.36
H -0.412 -2.562 2.247 0.31
C 1.362 -3.225 3.235 -1.60
H 1.478 -4.140 2.656 0.34
H 2.349 -2.867 3.515 0.30
H 0.814 -3.459 4.144 0.49



What did the first record say?
55
Properties=species:S:1:pos:R:3:mulliken_charge:R:1 method="wB97M-V/def2-TZVPD" relative_energy_kcal_mol=52.8 lumo_ha=0.162 homo_ev=-0.7668 total_charge=-2 gap_ev=5.185
Ti -0.050 -0.691 1.772 0.01
O 1.932 1.063 4.537 -0.46
P 0.489 0.309 4.612 0.69
O -0.311 0.937 5.699 -0.82
O -0.148 0.580 3.185 -0.14
O 0.800 -1.194 4.726 -0.61
P 2.106 -2.233 3.492 -0.16
O -0.926 -2.217 2.343 -0.63
O 3.465 -2.015 4.082 -0.64
O 1.826 -1.270 2.267 -0.20
H 1.773 1.949 4.879 0.26
H -0.649 -2.349 3.267 0.28
N 1.550 -3.747 -0.820 -0.03
C 1.030 -3.066 0.234 -0.82
N 0.638 -1.870 -0.087 0.88
C 0.927 -1.719 -1.434 -0.32
C 0.743 -0.638 -2.288 0.40
C 1.140 -0.785 -3.603 -1.21
C 1.717 -1.975 -4.075 -0.38
C 1.913 -3.057 -3.237 -1.18
C 1.509 -2.901 -1.917 0.46
H 1.967 -4.657 -0.771 0.23
H 0.974 -3.473 1.235 0.55
H 0.309 0.284 -1.930 0.61
H 1.011 0.046 -4.286 0.43
H 2.022 -2.052 -5.112 0.35
H 2.364 -3.974 -3.597 0.37
C 2.788 4.255 -0.983 -0.89
N 1.471 3.674 -0.938 0.24
C 0.289 4.237 -1.396 -0.58
C -0.684 3.330 -1.159 -0.47
N -0.106 2.227 -0.584 0.50
C 1.215 2.423 -0.432 0.07
S 2.321 1.355 0.237 -0.35
H 2.699 5.326 -1.164 0.31
H 3.395 3.797 -1.768 0.27
H 3.290 4.072 -0.033 0.33
H 0.251 5.226 -1.820 0.40
H -1.744 3.384 -1.340 0.36
H -0.601 1.312 -0.127 0.02
C -2.477 -1.521 -0.807 -1.79
C -2.688 -0.226 -0.023 2.97
C -3.187 0.854 -1.003 -1.84
C -3.803 -0.487 1.006 -2.03
C -1.430 0.224 0.715 -1.36
H -3.422 -1.850 -1.261 0.55
H -2.116 -2.306 -0.140 0.19
H -1.748 -1.383 -1.609 0.22
H -4.120 0.556 -1.503 0.42
H -2.435 1.044 -1.776 0.32
H -3.373 1.791 -0.467 0.31
H -4.737 -0.812 0.523 0.47
H -4.008 0.420 1.581 0.41
H -3.469 -1.258 1.703 0.32
H -1.686 1.052 1.393 0.74